# 1
Below is C4H8N2O3 in the gas phase in a non-equilibrium geometry, with properties calculated with ωB97M-V/def2-TZVPD.

Structure (XYZ):
```
17
Properties=species:S:1:pos:R:3:forces:R:3:nbo_charge:R:1
C 0.62127 2.25574 0.96304 2.219 -3.617 3.505 -0.67
C 1.00916 1.75257 -0.42175 -16.211 -2.218 7.836 -0.02
O 0.87398 0.24669 -0.45678 -1.830 2.349 -0.199 -0.49
C -0.40500 -0.19540 -0.39200 10.652 -6.711 0.061 0.91
O -1.37012 0.33518 -0.48323 -8.401 4.666 -0.478 -0.54
N -0.29262 -1.71322 -0.25835 -3.597 3.681 -1.125 -0.33
C -1.67423 -2.29042 -0.11572 1.316 1.837 -8.578 -0.37
N 0.74771 -2.49218 -0.30800 -3.708 -3.605 0.488 0.24
O 1.75394 -1.98433 -0.48015 6.160 1.804 -0.805 -0.33
H -0.28588 1.73292 1.53507 1.473 1.889 -2.032 0.25
H 0.86001 3.25531 1.04638 -1.206 2.765 -0.129 0.23
H 1.44505 2.03669 1.81829 -1.172 -0.596 -2.042 0.21
H 1.74588 1.79047 -0.81919 17.537 1.302 -6.387 0.15
H 0.52988 2.38688 -1.16977 -1.889 -0.847 -0.246 0.18
H -1.78778 -1.78228 0.68052 -3.574 2.955 5.743 0.20
H -2.37986 -2.11949 -1.16717 2.020 -0.366 3.509 0.20
H -1.39140 -3.21514 0.02880 0.210 -5.286 0.878 0.20
```
Positions in Å, forces in eV/Å.

Computed properties:
* orbital gap: 9.6 eV
* energy relative to the best compared isomer or geometry (same formula, charge and spin): 911.6 kJ/mol
* structure (SMILES): CCOC(=O)N(C)N=O
* molar mass: 132.12 g/mol


# 2
Below is a molecular structure, C4H8N2O3 in a non-equilibrium geometry, with properties calculated with ωB97M-V/def2-TZVPD.

Structure (XYZ):
```
17
Properties=species:S:1:pos:R:3:forces:R:3:nbo_charge:R:1
C -1.81447 -0.46998 -1.21547 0.144 1.240 3.120 0.18
C 1.38587 0.11561 -0.78788 3.805 -0.639 0.850 -0.09
C 1.73922 0.35947 0.77090 4.431 2.072 0.210 0.06
C 2.06213 -0.83015 1.75956 -1.946 -0.290 -2.440 -0.16
H -4.70518 1.05503 -0.67304 2.422 -0.768 0.428 0.48
H -1.42797 -1.19452 -2.02478 -0.188 1.226 1.787 0.25
H -1.37608 1.05674 0.37799 1.144 -3.039 -1.747 0.41
H 2.24266 0.76715 -1.39838 -2.488 -1.724 1.442 0.23
H 1.81293 -1.22661 -1.03575 -2.142 3.886 0.444 0.15
H 2.26464 1.44589 1.17009 -0.481 -2.711 -2.547 0.18
H 2.76843 -0.76070 2.60454 -0.334 -0.148 -0.821 0.21
H 1.65765 -1.92807 1.32472 1.328 3.108 1.519 0.20
N -3.05124 -0.25643 -1.28890 -2.354 1.926 0.273 -0.14
N -0.91099 0.09221 -0.04238 -1.219 1.773 -4.213 -0.33
O -3.76397 0.96609 -0.28228 0.675 -2.218 -2.033 -0.66
O 0.13260 0.65765 -1.09639 -0.114 -1.216 1.660 -0.44
O 0.98379 0.15062 1.83746 -2.684 -2.481 2.067 -0.51
```
Positions in Å, forces in eV/Å.

Computed properties:
* orbital gap: 9.6 eV
* energy relative to the best compared isomer or geometry (same formula, charge and spin): 1165.4 kJ/mol
* molar mass: 132.12 g/mol


# 3
Below is C4H8N2O3 in the gas phase in a non-equilibrium geometry, with properties calculated with ωB97M-V/def2-TZVPD.

Structure (XYZ):
```
17
Properties=species:S:1:pos:R:3:forces:R:3:nbo_charge:R:1
C -0.59094 -1.45649 -1.02818 0.254 0.022 0.052 -0.61
C 0.49754 -0.74871 -0.20837 -2.098 2.210 -0.504 -0.14
N 0.93603 -1.71433 0.76364 0.811 -1.034 0.830 0.14
O 1.94728 -2.31900 0.49364 -0.799 0.813 -0.094 -0.26
C -0.26483 0.53204 0.57851 1.541 -2.299 -0.960 -0.09
C -0.85738 1.59128 -0.31066 0.090 -0.022 -0.052 -0.64
N 0.89710 1.08706 1.32034 -0.368 0.193 0.235 0.53
O 1.01433 0.78626 2.48061 0.099 -0.127 0.646 -0.36
O 1.67468 1.75991 0.68692 0.459 0.385 -0.264 -0.39
H -1.14795 -0.72823 -1.61038 -0.002 0.002 -0.079 0.22
H -1.27645 -1.97485 -0.36098 -0.080 -0.052 0.022 0.22
H -0.14689 -2.17902 -1.70850 0.036 -0.076 0.006 0.23
H 1.28626 -0.34711 -0.85389 0.070 -0.109 0.254 0.22
H -0.95208 0.10252 1.30608 0.130 0.130 0.018 0.24
H -1.11483 2.45301 0.30484 -0.046 0.050 -0.037 0.23
H -0.13757 1.91225 -1.05952 -0.029 0.005 -0.054 0.24
H -1.76430 1.24342 -0.79411 -0.067 -0.089 -0.020 0.23
```
Positions in Å, forces in eV/Å.

Computed properties:
* orbital gap: 9.2 eV
* energy relative to the best compared isomer or geometry (same formula, charge and spin): 631.7 kJ/mol
* structure (SMILES): C[C@H](N=O)[C@H](C)[N+](=O)[O-]
* molar mass: 132.12 g/mol


# 4
Below is C4H8N2O3 in the gas phase, with properties calculated with ωB97M-V/def2-TZVPD.

Structure (XYZ):
```
17
Properties=species:S:1:pos:R:3:forces:R:3:nbo_charge:R:1
C 0.45009 -0.29244 0.11831 -0.097 -0.211 -0.353 0.05
C -0.70113 1.98330 0.46365 -0.004 0.024 0.021 -0.71
C -0.21868 -1.09584 -1.41398 0.135 0.148 0.224 0.85
C -0.70388 0.50050 0.45470 -0.298 -0.306 -0.104 0.59
N 1.60713 0.45477 -0.24726 -0.100 0.014 0.046 -0.85
N 0.72265 -1.40935 1.00118 -0.032 0.060 -0.008 -0.82
O -1.31551 -1.62955 -1.17313 0.133 0.161 0.050 -0.68
O 0.57827 -1.06884 -2.31335 -0.168 0.049 0.304 -0.61
O -1.83555 -0.10051 0.63857 0.394 0.239 -0.061 -0.63
H -1.79060 -0.96055 0.00281 0.150 -0.037 -0.042 0.51
H 2.37504 0.25038 0.37990 -0.033 -0.017 -0.028 0.38
H 1.87629 0.24287 -1.20346 -0.049 -0.061 0.018 0.40
H 1.15182 -2.18062 0.50227 -0.046 0.046 -0.014 0.38
H -0.10444 -1.75524 1.47244 0.011 0.037 -0.054 0.37
H 0.20567 2.36600 0.92974 -0.032 -0.047 -0.015 0.26
H -1.60187 2.34622 0.95554 0.032 -0.037 -0.019 0.24
H -0.69532 2.34891 -0.56793 0.003 -0.062 0.037 0.27
```
Positions in Å, forces in eV/Å.

Computed properties:
* orbital gap: 8.5 eV
* energy relative to the best compared isomer or geometry (same formula, charge and spin): 177.3 kJ/mol
* molar mass: 132.12 g/mol


# 5
Below is C4H8N2O3S in the gas phase in a non-equilibrium geometry, with properties calculated with ωB97M-V/def2-TZVPD.

Structure (XYZ):
```
18
Properties=species:S:1:pos:R:3:forces:R:3:nbo_charge:R:1
C 0.33757 -1.12459 0.55907 -1.864 1.615 2.478 0.21
C -0.72247 2.52262 0.76494 -1.899 -1.553 -1.932 -0.61
C -0.66186 0.05484 0.15074 1.010 -0.797 -1.927 -0.43
C 0.16146 1.35148 0.18889 0.078 0.619 2.645 -0.42
N 1.59641 -2.00035 -1.04174 -1.024 -0.323 -0.290 0.22
N 1.51536 -1.16773 -0.15125 1.470 1.844 -0.074 -0.26
O 2.44944 -2.06284 -1.88652 0.439 -0.902 -0.707 -0.38
O -0.84272 -2.30815 -2.09739 0.327 -0.581 0.505 -0.88
O -0.34007 -2.36344 0.40916 -0.238 -1.718 -1.014 -0.69
S -0.11318 -3.02937 -1.06561 -0.124 0.957 0.224 1.52
H 0.65865 -0.98450 1.64194 -0.791 -0.446 -1.050 0.21
H -1.73544 2.01100 1.06175 1.809 1.622 -0.025 0.19
H -0.91253 3.04645 -0.17143 -0.652 0.784 0.396 0.21
H -0.32274 3.22626 1.49284 0.125 -0.457 0.070 0.22
H -0.99736 -0.25529 -0.92629 0.305 0.873 1.979 0.24
H -1.54506 0.23588 0.81250 0.827 -1.172 -0.414 0.22
H 0.89435 1.21264 1.05469 -0.049 -0.017 -1.780 0.20
H 0.58017 1.63508 -0.79626 0.250 -0.348 0.917 0.23
```
Positions in Å, forces in eV/Å.

Computed properties:
* orbital gap: 9.8 eV
* energy relative to the best compared isomer or geometry (same formula, charge and spin): 407.0 kJ/mol
* molar mass: 164.19 g/mol


# 6
Below is 2 unconnected molecules or ions with the total composition C4H8N2O4 in a non-equilibrium geometry, with properties calculated with ωB97M-V/def2-TZVPD.

Structure (XYZ):
```
18
Properties=species:S:1:pos:R:3:forces:R:3:nbo_charge:R:1
C 2.90293 -0.01046 0.23279 -0.028 3.654 0.252 -0.67
C 1.55394 0.36194 -0.22270 1.269 0.505 -0.046 0.22
N 0.73611 0.84172 0.58620 -1.954 -0.143 0.145 -0.45
C -0.61538 0.96870 0.17822 1.083 -0.987 1.217 0.64
O -1.01333 2.21134 0.31809 2.074 1.008 -0.680 -0.66
N -1.38640 -0.03041 -0.03692 0.943 0.292 -0.281 -0.30
O -0.66862 -1.26705 -0.00662 -2.124 -1.200 -1.449 -0.59
H 3.18142 0.45252 1.17764 -0.258 0.344 0.002 0.23
H 2.91924 -0.98702 0.43445 0.332 -4.182 0.263 0.23
H 3.59150 0.30025 -0.51404 0.942 -0.182 -0.628 0.21
H 1.42509 0.31108 -1.29273 -0.683 -0.381 -0.456 0.16
H -1.89155 2.40621 0.52833 -2.564 -0.351 0.247 0.52
H -1.36383 -1.86388 -0.47982 1.889 1.418 1.298 0.48
O -3.83159 0.94424 0.33803 -0.245 -0.251 0.408 -0.62
C -3.79114 0.01939 -0.42589 -0.724 1.040 -0.583 0.69
O -3.72455 -1.27545 -0.13349 -0.248 -0.070 -0.725 -0.68
H -3.90690 0.16776 -1.49364 0.050 -0.148 -0.463 0.11
H -3.44736 -1.28759 0.76998 0.245 -0.367 1.481 0.49
```
Positions in Å, forces in eV/Å.

Computed properties:
* orbital gap: 9.8 eV
* energy relative to the best compared isomer or geometry (same formula, charge and spin): 363.8 kJ/mol
* structure (SMILES): C/C=N/C(O)=N\O.O=CO
* molar mass: 148.12 g/mol


# 7
Below is a molecular structure, C4H8N2O5S in a non-equilibrium geometry, with properties calculated with ωB97M-V/def2-TZVPD.

Structure (XYZ):
```
20
Properties=species:S:1:pos:R:3:forces:R:3:nbo_charge:R:1
C -0.00522 1.08660 -0.83589 1.274 0.196 1.896 0.74
C -0.14995 -0.16765 2.10985 0.642 -1.593 1.750 -0.22
C -1.09903 2.01231 -0.28629 3.395 -2.600 0.158 -0.68
C 1.00742 -0.00357 -2.72147 0.752 -3.328 -3.146 -0.43
N -0.08464 -1.18387 2.96877 -1.783 2.184 -0.382 0.19
N 0.02093 0.72247 -2.09677 -2.779 1.986 1.036 -0.55
O 1.90767 -1.61989 0.68908 -0.744 -0.126 0.051 -0.83
O -0.49576 -1.00588 4.27228 -0.679 -1.586 0.522 -0.51
O 0.14100 -2.39133 2.59094 0.624 -1.313 -0.183 -0.55
O 0.86835 0.59967 -0.05704 -0.528 0.748 -0.907 -0.71
O -0.52324 -1.73283 -0.09676 1.939 0.478 1.368 -0.87
S 0.52745 -1.28781 0.82075 -1.352 0.009 -1.330 2.15
H -0.78773 2.64904 0.47941 0.958 0.730 1.184 0.25
H -1.70525 1.29115 0.12054 -2.076 -1.447 1.274 0.25
H -1.55922 2.53072 -0.99286 -2.146 2.179 -3.245 0.20
H 1.48110 0.68579 -3.46654 0.496 -0.914 0.832 0.21
H 1.63113 -0.61727 -2.02782 -0.165 1.224 -0.550 0.26
H 0.48575 -0.82771 -3.37763 0.924 1.420 1.061 0.21
H -0.70220 1.13355 -2.66346 0.021 -0.028 -0.252 0.40
H -0.95858 -1.87349 4.57090 1.225 1.782 -1.136 0.49
```
Positions in Å, forces in eV/Å.

Computed properties:
* orbital gap: 9.6 eV
* energy relative to the best compared isomer or geometry (same formula, charge and spin): 580.9 kJ/mol
* molar mass: 196.18 g/mol


Here are the calculated LUMO energy numbers, same order: 0.8, 0.2, -0.3, -0.3, -0.3, 0.8, 0.5 (eV).